[1]
{
  "formula": "C35H31F2Sn",
  "method": "wB97M-V/def2-TZVPD",
  "symbols": ["C", "C", "C", "C", "Sn", "C", "C", "C", "C", "C", "C", "C", "C", "C", "C", "C", "C", "C", "C", "C", "C", "C", "C", "H", "H", "H", "H", "H", "H", "H", "H", "H", "H", "H", "H", "H", "H", "H", "H", "H", "H", "H", "H", "H", "H", "F", "C", "C", "C", "C", "C", "C", "C", "C", "C", "F", "C", "C", "C", "C", "H", "H", "H", "H", "H", "H", "H", "H", "H"],
  "coordinates": [[-1.29835, 1.86939, 0.42826], [-0.02404, 1.08174, 0.25947], [1.17597, 1.68644, 0.39611], [-0.12590, -0.37991, -0.03186], [-0.25037, -1.44579, 1.87756], [-0.45219, -3.60177, 1.56918], [0.06008, -4.49187, 2.51113], [-0.07084, -5.87560, 2.29836], [-0.70844, -6.35258, 1.14552], [-1.22548, -5.44722, 0.20974], [-1.10033, -4.06312, 0.42526], [1.53120, -1.13104, 3.09903], [1.45488, -1.11629, 4.49113], [2.60999, -0.85195, 5.24895], [3.83152, -0.61047, 4.60844], [3.90003, -0.64586, 3.21033], [2.74918, -0.92637, 2.45347], [-1.98512, -0.74583, 3.00519], [-3.20321, -1.40950, 2.86340], [-4.32855, -0.96186, 3.57784], [-4.22181, 0.13294, 4.44442], [-2.98941, 0.77843, 4.59720], [-1.86673, 0.34123, 3.86921], [-2.18638, 1.23567, 0.29392], [-1.34420, 2.31981, 1.43398], [-1.35022, 2.69304, -0.30342], [2.10263, 1.12618, 0.27993], [1.23924, 2.74649, 0.62732], [-1.05435, -0.65803, -0.54813], [0.76803, -0.78908, -0.52290], [0.56405, -4.12967, 3.41219], [0.32683, -6.57653, 3.03367], [-0.80454, -7.42804, 0.97800], [-1.72601, -5.81291, -0.68746], [-1.51364, -3.36408, -0.30753], [0.50852, -1.30665, 5.00545], [2.55109, -0.83549, 6.33885], [4.72836, -0.39883, 5.19699], [4.84833, -0.45868, 2.70332], [2.82206, -0.97218, 1.36285], [-3.29300, -2.27890, 2.20580], [-5.28473, -1.47387, 3.45990], [-5.09554, 0.47682, 5.00545], [-2.89297, 1.61998, 5.28488], [-0.91015, 0.85570, 4.00271], [6.23765, 6.57968, 2.45901], [5.23280, 6.21564, 1.60313], [3.90852, 6.29109, 2.04372], [2.89457, 5.92826, 1.17033], [3.16219, 5.47717, -0.16505], [2.05169, 5.11754, -0.98633], [1.96944, 4.69029, -2.34523], [0.66763, 4.45689, -2.90236], [0.49142, 4.04444, -4.21464], [1.62135, 3.84688, -5.01402], [1.45199, 3.44778, -6.31300], [2.90612, 4.05035, -4.54255], [3.06882, 4.46043, -3.22353], [4.53819, 5.42332, -0.53570], [5.56517, 5.79250, 0.32798], [3.69112, 6.62907, 3.05105], [1.85304, 5.98955, 1.49910], [1.08344, 5.23604, -0.49896], [-0.20806, 4.62289, -2.26708], [-0.49811, 3.87714, -4.62499], [3.76630, 3.89253, -5.18812], [4.07155, 4.61140, -2.85935], [4.80361, 5.08666, -1.52375], [6.60329, 5.74843, 0.01064]],
  "atomic_forces_ev_per_a": [[-0.3, 0.2, 0.1], [1.3, 0.6, 0.0], [-1.0, -0.5, 0.0], [-0.1, -0.6, 0.6], [0.0, -0.1, 0.4], [0.0, 1.1, 0.1], [-0.1, -0.8, -0.2], [-0.1, 0.3, -0.1], [0.0, 0.4, 0.0], [0.1, 0.2, 0.2], [0.0, -0.9, 0.0], [-0.8, -0.2, -0.6], [0.6, 0.2, 0.3], [-0.1, -0.1, -0.3], [-0.3, -0.1, -0.2], [-0.3, -0.2, 0.0], [0.6, 0.2, 0.5], [0.8, -0.4, -0.4], [-0.6, 0.3, 0.4], [0.3, 0.0, -0.1], [0.2, -0.1, -0.1], [0.2, -0.2, -0.2], [-0.7, 0.2, 0.4], [0.2, 0.2, 0.1], [-0.1, -0.2, -0.4], [0.0, -0.3, 0.2], [-0.2, 0.2, 0.0], [0.1, -0.1, -0.1], [0.4, 0.1, -0.2], [-0.4, 0.2, -0.1], [-0.1, -0.1, -0.3], [-0.1, 0.2, -0.2], [0.0, 0.3, 0.1], [0.1, 0.1, 0.2], [0.2, -0.2, 0.2], [0.3, 0.1, -0.2], [0.0, 0.0, -0.3], [-0.3, 0.0, -0.2], [-0.3, -0.1, 0.2], [0.0, 0.1, 0.4], [0.0, 0.3, 0.2], [0.2, 0.1, 0.0], [0.3, -0.1, -0.2], [-0.1, -0.2, -0.2], [-0.3, -0.2, -0.1], [0.2, 0.1, 0.2], [-0.2, 0.0, -0.2], [0.2, -0.2, -0.5], [0.3, 0.0, 0.0], [-0.3, -0.1, -0.1], [0.0, 0.1, 0.0], [-0.1, 0.0, 0.4], [0.2, -0.1, -0.3], [0.6, 0.1, 0.2], [0.0, 0.1, 0.2], [-0.1, -0.1, -0.3], [-0.6, 0.0, 0.2], [-0.1, 0.0, 0.1], [-0.1, 0.0, 0.1], [-0.6, 0.1, 0.3], [0.0, 0.0, 0.0], [0.3, 0.0, -0.1], [0.1, 0.0, 0.0], [0.3, -0.1, -0.2], [0.1, 0.0, 0.0], [-0.2, 0.0, 0.0], [-0.2, -0.1, -0.3], [0.2, 0.1, 0.3], [-0.1, 0.0, 0.1]],
  "charge": -1,
  "multiplicity": 1,
  "homo_energy_ev": -1.96
}



[2]
{
  "formula": "C9H24BiClI2N2P2S",
  "method": "wB97M-V/def2-TZVPD",
  "symbols": ["I", "I", "Bi", "P", "C", "C", "H", "H", "H", "H", "H", "H", "C", "H", "H", "H", "P", "C", "C", "H", "H", "H", "C", "H", "H", "H", "H", "H", "H", "Cl", "S", "C", "N", "C", "C", "N", "H", "H", "H", "H", "H", "H"],
  "coordinates": [[-0.83653, -2.65286, 0.11863], [-0.13593, -1.49159, 2.50679], [0.56479, 2.03073, -0.99883], [2.34464, -0.25878, -0.52504], [2.83400, -1.92132, 0.08258], [2.97584, -0.39921, -2.24197], [3.99874, -0.79193, -2.21063], [4.68568, 0.36118, -0.19090], [2.96599, 0.57413, -2.74351], [3.65147, 1.81839, -0.20906], [2.26964, -2.70123, -0.44199], [2.33969, -1.09525, -2.79967], [3.72252, 0.77590, 0.13103], [3.90249, -2.01793, -0.13188], [3.66234, 0.74813, 1.22543], [2.65608, -1.99925, 1.15837], [-2.03250, 1.37377, -0.17676], [-3.18281, 0.22831, 0.64032], [-2.41767, 2.97116, 0.66126], [-2.43550, 2.43821, -2.33380], [-3.97356, 1.93740, -1.53042], [-2.92307, 0.71270, -2.32478], [-2.93288, 1.65119, -1.75008], [-1.76649, 3.77553, 0.29620], [-3.46562, 3.25907, 0.50962], [-4.15589, 0.74036, 0.63402], [-2.86499, 0.03747, 1.67292], [-2.22758, 2.80918, 1.73034], [-3.24784, -0.73132, 0.10779], [1.03617, 4.41479, -1.39127], [-2.23079, -5.10891, 0.68429], [-1.65078, -4.84703, 2.26144], [-2.36009, -4.23419, 3.23613], [-1.74180, -4.39503, 4.54525], [-0.40398, -5.06894, 4.21879], [-0.44263, -5.19631, 2.77154], [-3.34291, -4.01025, 3.12654], [-2.36523, -5.05928, 5.15870], [-1.63269, -3.41630, 5.02834], [-0.34030, -6.07825, 4.66260], [0.43484, -4.45933, 4.57609], [0.22760, -5.76879, 2.25446]],
  "atomic_forces_ev_per_a": [[0.5, 0.8, 0.7], [-0.3, -0.3, -0.9], [0.2, -0.3, 0.0], [1.2, 0.0, -0.5], [-0.2, 0.1, 0.1], [-0.4, -0.2, -0.1], [-0.2, 0.1, -0.1], [-0.2, 0.1, 0.1], [0.1, -0.2, 0.0], [0.0, -0.2, 0.1], [0.2, 0.2, 0.1], [0.2, 0.2, -0.1], [-0.3, -0.2, 0.4], [-0.1, -0.2, 0.1], [0.2, 0.2, -0.2], [0.1, -0.1, -0.1], [-1.2, 1.5, -0.6], [0.2, -0.4, 0.4], [0.3, -0.4, 0.3], [-0.2, -0.2, 0.1], [0.4, -0.1, -0.1], [-0.1, 0.4, 0.0], [0.2, -0.4, -0.2], [-0.1, -0.1, 0.1], [0.2, -0.2, 0.0], [0.2, -0.2, 0.0], [-0.2, 0.1, -0.2], [-0.1, 0.3, -0.2], [-0.1, 0.4, 0.1], [-0.2, 0.0, 0.1], [-0.2, -0.3, -0.4], [0.7, 0.3, 2.4], [0.1, -0.8, -1.2], [-0.4, 0.0, 0.6], [0.4, -0.3, 0.8], [-0.8, -0.1, -1.4], [0.3, -0.1, -0.2], [0.1, 0.4, 0.0], [0.0, -0.4, 0.0], [0.1, 0.5, -0.1], [-0.1, -0.3, -0.3], [-0.5, 0.3, 0.2]],
  "charge": 2,
  "multiplicity": 1,
  "homo_energy_ev": [-14.13, -13.48]
}



[3]
{
  "formula": "C9H14OS",
  "method": "wB97M-V/def2-TZVPD",
  "symbols": ["C", "C", "C", "C", "C", "C", "C", "O", "H", "H", "H", "H", "H", "H", "H", "H", "C", "C", "S", "H", "H", "H", "H", "H", "H"],
  "coordinates": [[2.77260, 0.67524, 0.05163], [-0.12317, 0.68832, -2.33364], [1.02750, 1.04229, -1.65621], [-0.69167, -0.54088, -2.07677], [1.60426, 0.18615, -0.71749], [-0.20706, -1.36469, -1.06563], [0.89507, -0.98570, -0.30460], [-1.91447, -0.92914, -2.52952], [-0.39105, 1.26584, -3.21377], [1.54665, 1.96376, -1.91183], [-2.42144, -0.22201, -2.96604], [-0.45363, -2.40121, -0.73603], [2.83289, 1.75749, 0.16777], [3.70379, 0.24968, -0.37961], [1.16198, -1.54567, 0.57645], [2.74818, 0.20507, 1.04011], [-0.57981, -0.71917, 2.92172], [-2.11269, 0.82139, 1.16354], [-0.83387, 0.97776, 2.43349], [-0.38564, -0.95563, 3.97524], [-1.38703, -1.37505, 2.56828], [0.31538, -1.14176, 2.42609], [-3.15479, 0.83838, 1.47513], [-2.03007, -0.13766, 0.63394], [-1.92192, 1.64722, 0.45774]],
  "atomic_forces_ev_per_a": [[0.7, -1.2, 0.4], [1.9, 1.4, -0.9], [-0.8, 0.1, -1.6], [-3.6, -1.2, 0.1], [-0.4, 0.5, 2.3], [2.9, -2.3, 2.8], [-0.8, 0.9, -2.0], [1.3, 0.5, 0.1], [-0.5, 0.1, 0.4], [-0.2, -0.2, 0.1], [0.4, -0.1, -0.1], [-1.2, 1.1, -1.0], [0.0, -0.1, -0.3], [-0.3, 0.5, 0.0], [0.4, -0.1, -0.2], [0.0, 0.2, 0.0], [0.6, -1.8, -0.5], [0.2, -0.2, -0.7], [-0.2, 0.2, 0.0], [-0.5, 0.8, -0.1], [-0.1, 0.4, 0.3], [-0.2, 0.4, 0.1], [0.1, 0.3, 0.5], [0.4, 0.2, 0.0], [-0.2, -0.3, 0.2]],
  "charge": 1,
  "multiplicity": 2,
  "homo_energy_ev": [-11.96, -11.60]
}